[1]
The following is a quantum chemistry calculation of C3H6N2O in the gas phase, from OMol25.

Atoms and positions in Å:
O1 -2.134 -0.002 0.775
N1 0.067 -0.482 0.525
N2 -0.813 1.597 -0.212
C1 1.384 -0.421 -0.139
C2 -1.069 0.379 0.357
C3 0.311 -0.988 -0.983
H1 -0.084 1.606 -0.913
H2 -0.063 -1.151 1.278
H3 2.109 -1.041 0.396
H4 -1.666 2.028 -0.542
H5 0.286 -2.079 -0.886
H6 1.762 0.589 -0.312

* orbital gap: 8.9253 eV
* HOMO energy: -8.112 eV
* E_tot: -302.5569 Ha
* ΔE to the lowest compared entry with this formula, charge and spin: 85.4 kcal/mol
* max |F|: 0.48 eV Å⁻¹


[2]
The following is a quantum chemistry calculation of 5 unconnected molecules or ions with the total composition C40H76N2O, from OMol25.

Atoms and positions in Å:
O1 -1.554 1.133 -4.966
N1 0.064 3.460 -3.753
N2 0.687 5.486 -5.598
C1 -2.926 5.393 -5.856
C2 4.109 -1.698 -2.558
C3 3.852 0.396 -1.077
C4 -2.600 2.644 -3.262
C5 -0.192 -3.601 4.448
C6 1.357 0.655 -1.573
C7 -0.043 -2.566 5.560
C8 -1.637 5.759 -6.065
C9 4.997 -2.471 -1.586
C10 4.583 3.225 -4.719
C11 -9.858 3.853 -1.035
C12 -6.954 3.225 -2.011
C13 -1.890 1.312 -3.643
C14 -0.318 -2.850 0.770
C15 -0.910 4.094 -4.455
C16 0.999 -3.643 3.493
C17 -0.600 5.111 -5.374
C18 2.422 0.085 -0.642
C19 1.944 -7.443 11.035
C20 3.045 5.265 -5.223
C21 4.125 4.640 -4.345
C22 2.552 -5.907 6.535
C23 -2.694 0.309 -4.389
C24 -7.341 3.724 -0.618
C25 2.303 -5.359 9.603
C26 4.834 3.048 -6.224
C27 -8.737 3.311 -0.153
C28 -7.009 1.708 -2.189
C29 1.619 4.852 -4.941
C30 0.085 -1.867 1.866
C31 5.872 2.907 -3.946
C32 4.249 -0.183 -2.436
C33 -3.233 4.367 -4.938
C34 1.140 -5.601 8.639
C35 1.471 -6.489 7.441
C36 -6.046 0.956 -1.276
C37 1.258 -2.352 2.715
C38 -2.259 3.722 -4.249
C39 1.284 3.830 -4.010
C40 2.920 -6.625 10.194
H1 2.249 -4.929 6.157
H2 5.014 5.272 -4.412
H3 3.244 5.128 -6.282
H4 -5.018 1.283 -1.449
H5 -6.606 3.375 0.112
H6 -2.276 2.890 -2.253
H7 3.654 0.293 -3.222
H8 2.075 3.322 -3.476
H9 5.288 0.096 -2.636
H10 1.949 -4.722 10.419
H11 2.283 -0.997 -0.548
H12 -9.829 4.943 -1.074
H13 1.547 -6.846 11.859
H14 4.889 -3.546 -1.732
H15 3.060 6.343 -5.055
H16 3.330 -7.252 9.398
H17 4.543 0.034 -0.311
H18 0.856 -2.757 6.150
H19 0.860 -4.469 2.790
H20 2.269 0.499 0.359
H21 -7.599 3.694 -2.760
H22 1.900 -3.887 4.065
H23 0.023 -1.552 5.163
H24 -1.134 -2.447 0.169
H25 3.066 -1.994 -2.413
H26 -8.027 1.344 -2.027
H27 -3.704 5.916 -6.392
H28 -0.779 -1.651 2.500
H29 1.427 0.237 -2.579
H30 -3.661 2.420 -3.311
H31 -5.939 3.572 -2.232
H32 -3.475 0.599 -5.074
H33 1.772 -7.485 7.779
H34 -6.276 1.112 -0.221
H35 6.717 3.454 -4.357
H36 0.358 0.429 -1.194
H37 0.522 -3.050 0.100
H38 3.769 -6.336 10.820
H39 5.709 2.421 -6.387
H40 3.085 -4.787 9.096
H41 -0.656 -3.801 1.183
H42 -4.268 4.094 -4.789
H43 -7.274 4.817 -0.611
H44 -0.899 -2.596 6.236
H45 -0.306 -4.590 4.900
H46 -9.787 3.475 -2.056
H47 2.726 -6.559 5.678
H48 -2.289 -0.693 -4.392
H49 4.984 3.991 -6.745
H50 6.044 1.834 -4.012
H51 2.126 -2.507 2.066
H52 -1.200 0.901 -2.909
H53 1.101 -7.801 10.442
H54 3.502 -5.791 7.058
H55 0.558 -6.631 6.856
H56 -8.808 2.221 -0.097
H57 3.852 2.477 -4.408
H58 4.367 -1.988 -3.580
H59 6.048 -2.217 -1.736
H60 1.441 1.741 -1.653
H61 -1.398 6.551 -6.759
H62 -10.833 3.559 -0.646
H63 4.001 2.536 -6.705
H64 0.299 -6.040 9.184
H65 2.437 -8.317 11.463
H66 0.785 -4.631 8.274
H67 -6.092 -0.118 -1.464
H68 -1.115 -3.412 3.893
H69 -8.882 3.677 0.867
H70 -6.765 1.474 -3.229
H71 3.984 1.483 -1.109
H72 4.743 -2.255 -0.547
H73 1.544 -1.557 3.410
H74 5.730 3.146 -2.892
H75 3.831 4.660 -3.295
H76 0.366 -0.919 1.400

* orbital gap: 8.8671 eV
* HOMO energy: -8.801 eV
* SMILES string: CC(C)CCc1cnc2c(C[C@H]3CO3)cccc2n1.CCCCCC.CCCCCC.CCCCCC.CCCCCC
* E_tot: -1754.4290 Ha
* max |F|: 3.11 eV Å⁻¹


[3]
The following is a quantum chemistry calculation of a gas-phase ion, C4H5N2 (charge +1), from OMol25.

Atoms and positions in Å:
N1 2.243 0.421 -0.052
N2 -0.371 0.435 -0.732
C1 0.788 0.229 0.040
C2 -0.462 0.700 0.711
C3 -1.285 -0.351 0.077
C4 1.832 -0.761 0.117
H1 -0.499 0.890 -1.555
H2 -2.275 0.045 -0.042
H3 2.038 -1.775 0.002
H4 -0.912 1.522 1.268
H5 -1.097 -1.356 0.165

* orbital gap: 11.5376 eV
* HOMO energy: -15.415 eV
* net charge: +1
* SMILES string: C1=N[C@]12[C@@H]1C[N@@H+]12
* E_tot: -264.4702 Ha
* ΔE to the lowest compared entry with this formula, charge and spin: 91.1 kcal/mol
* max |F|: 3.88 eV Å⁻¹


[4]
The following is a quantum chemistry calculation of a molecular structure, C29H80AgN7O8, from OMol25.

Atoms and positions in Å:
Ag1 -4.216 1.296 -2.086
O1 -1.742 -4.950 0.718
O2 -2.265 0.716 -1.095
O3 -4.718 -1.950 3.347
O4 0.548 2.918 -3.875
O5 3.848 1.779 -2.016
O6 1.164 3.143 5.107
O7 -1.340 -2.147 -5.925
O8 4.141 -0.819 1.815
N1 1.971 -3.653 2.379
N2 -1.144 -5.357 4.331
N3 4.573 4.381 -2.798
N4 -2.142 1.090 -4.168
N5 -1.669 3.459 -2.105
N6 -0.699 1.946 2.140
N7 -3.523 1.031 1.589
C1 5.211 2.119 -2.173
C2 -2.468 -2.905 -5.596
C3 2.298 -2.358 1.716
C4 -1.654 -4.522 2.061
C5 -2.292 -3.987 -0.143
C6 3.098 -1.388 2.561
C7 -1.202 -0.958 -5.160
C8 -2.912 0.364 -6.400
C9 1.717 2.443 2.284
C10 1.610 2.079 -4.310
C11 5.350 3.184 -3.238
C12 -2.534 -6.761 2.930
C13 -1.408 -5.741 2.930
C14 -5.540 -3.020 2.989
C15 6.800 3.527 -3.470
C16 3.574 1.172 -0.771
C17 -2.450 -0.081 -5.026
C18 -4.416 -1.152 2.231
C19 5.151 -0.271 2.637
C20 -3.433 -0.062 2.572
C21 0.457 2.010 3.038
C22 -3.718 0.542 3.938
C23 0.762 3.367 -2.557
C24 -1.280 -0.225 -1.137
C25 -0.153 4.606 -0.617
C26 1.034 -1.720 1.116
C27 -0.397 4.191 -2.062
C28 0.149 3.025 4.118
C29 1.425 1.957 5.814
H1 -1.238 1.488 -4.433
H2 1.456 -0.929 0.490
H3 0.617 1.014 3.453
H4 -1.433 -1.057 -1.858
H5 -2.123 0.466 -7.146
H6 6.934 4.317 -4.203
H7 -3.388 -2.368 -5.829
H8 -2.609 -4.055 2.357
H9 -1.006 5.194 -0.273
H10 -6.313 -2.639 2.312
H11 -1.605 2.654 -1.471
H12 -0.472 -4.591 4.338
H13 5.935 0.140 2.009
H14 0.500 -2.432 0.492
H15 -0.173 3.724 0.029
H16 -1.957 0.822 -3.193
H17 -3.309 -3.724 0.182
H18 4.883 2.767 -4.144
H19 -5.357 -0.717 1.851
H20 -0.527 -6.271 2.547
H21 4.761 0.523 3.286
H22 3.983 1.761 0.057
H23 0.000 4.029 3.722
H24 -0.531 5.104 -2.648
H25 -3.672 -0.202 4.734
H26 -3.031 1.360 4.159
H27 -3.451 -6.311 3.340
H28 2.588 2.440 2.951
H29 0.441 -1.270 1.912
H30 -0.798 1.036 1.706
H31 2.496 -0.636 3.086
H32 7.271 3.816 -2.522
H33 0.491 1.526 6.189
H34 5.759 1.212 -2.458
H35 -0.394 -0.326 -5.530
H36 -0.308 0.198 -1.458
H37 -2.793 -7.186 1.963
H38 -2.407 -3.210 -4.540
H39 -1.655 -3.103 -0.247
H40 0.973 2.539 -1.864
H41 2.119 2.219 6.610
H42 -5.981 -3.481 3.871
H43 0.755 5.198 -0.514
H44 5.532 -1.083 3.271
H45 4.017 0.171 -0.696
H46 2.863 -4.078 2.628
H47 2.924 -2.608 0.845
H48 3.729 3.984 -2.390
H49 5.616 2.511 -1.229
H50 1.303 1.728 -5.294
H51 4.290 4.890 -3.629
H52 1.755 1.260 -3.601
H53 -0.887 -1.305 -4.158
H54 1.952 1.222 5.191
H55 1.678 3.981 -2.570
H56 -3.418 1.333 -6.385
H57 -0.784 2.738 4.629
H58 -5.000 -3.840 2.492
H59 -4.027 -1.760 1.395
H60 2.541 2.645 -4.405
H61 -4.717 0.982 3.953
H62 -1.161 -0.757 -0.178
H63 -1.997 -4.951 4.715
H64 1.610 -4.222 1.617
H65 2.491 1.099 -0.696
H66 -2.461 -3.840 -6.154
H67 -2.700 1.637 1.681
H68 -0.652 2.617 1.381
H69 1.996 1.744 1.495
H70 -3.343 0.617 0.667
H71 1.581 3.464 1.925
H72 -2.433 -4.454 -1.120
H73 -2.280 -7.567 3.620
H74 3.562 -2.017 3.348
H75 -0.848 -3.784 2.153
H76 7.396 2.641 -3.716
H77 -3.246 -0.583 -4.470
H78 -1.812 3.051 -3.024
H79 -2.416 -0.489 2.553
H80 -3.653 -0.340 -6.789

* orbital gap: 7.0834 eV
* HOMO energy: -8.565 eV
* E_tot: -2284.8762 Ha
* ΔE to the lowest compared entry with this formula, charge and spin: 9.4 kcal/mol
* max |F|: 1.79 eV Å⁻¹